A structure of composition C57H38EuN8O7S at a distorted geometry. Source: OMol25; level of theory: ωB97M-V/def2-TZVPD.

The value obtained for the orbital gap (spin up / spin down) is 4.02 / 5.54 eV. The expectation value of S² is 15.80.

```
! RIJCOSX wB97M-V def2-TZVPD def2/J DEFGRID3
* xyz -2 8
Eu -0.32 0.17 -0.24
C 3.88 1.60 6.32
C 3.84 2.38 5.19
C 3.12 1.99 4.10
C 2.62 0.75 3.99
C 2.79 -0.11 5.10
C 3.29 0.28 6.30
C 1.79 0.24 2.91
C 2.44 -0.27 1.78
C 3.86 -0.40 1.58
C 3.99 -1.15 0.47
C 2.71 -1.63 -0.02
C 2.47 -2.36 -1.11
C 3.80 -2.92 -1.80
C 3.85 -2.93 -3.18
C 4.95 -3.47 -3.77
C 5.91 -4.13 -3.07
C 5.80 -4.19 -1.69
C 4.68 -3.65 -1.05
C 1.20 -2.76 -1.58
N 0.07 -2.20 -1.17
C -1.03 -2.89 -1.58
C -2.37 -2.66 -1.40
C -3.39 -3.24 -2.29
C -4.34 -4.09 -1.77
C -5.21 -4.72 -2.64
C -5.11 -4.61 -4.01
C -4.19 -3.71 -4.57
C -3.33 -3.01 -3.69
C -2.96 -1.68 -0.63
C -4.36 -1.27 -0.63
C -4.59 -0.46 0.48
C -3.30 -0.44 1.09
N -2.28 -1.06 0.43
C -3.08 0.07 2.43
C -1.76 0.24 2.96
C -1.51 0.53 4.34
C -0.16 0.60 4.47
C 0.40 0.30 3.14
N -0.57 0.12 2.30
C -4.25 0.40 3.25
C -5.18 -0.57 3.57
C -6.29 -0.35 4.30
C -6.44 0.93 4.90
C -5.54 1.95 4.70
C -4.52 1.67 3.79
C -0.52 -4.04 -2.33
C 0.87 -3.96 -2.24
N 1.72 -0.93 0.76
H 4.35 1.95 7.22
H 4.33 3.30 5.32
H 2.83 2.72 3.31
H 2.59 -1.14 5.00
H 3.25 -0.31 7.15
H 4.57 0.16 2.20
H 5.01 -1.31 0.02
H 3.01 -2.66 -3.81
H 5.00 -3.31 -4.82
H 6.82 -4.59 -3.55
H 6.58 -4.63 -1.06
H 4.54 -3.88 -0.03
H -4.39 -4.12 -0.69
H -6.01 -5.38 -2.31
H -5.82 -5.18 -4.61
H -4.21 -3.32 -5.60
H -2.65 -2.20 -4.10
H -5.10 -1.60 -1.40
H -5.51 -0.01 0.84
H -2.16 0.68 5.17
H 0.38 0.53 5.42
H -4.97 -1.68 3.14
H -7.02 -1.21 4.46
H -7.34 1.02 5.39
H -5.60 2.90 5.16
H -4.01 2.56 3.44
H -1.16 -4.91 -2.65
H 1.67 -4.59 -2.63
O -1.69 4.18 -0.26
C -1.65 3.06 -0.73
O -1.65 1.98 -0.01
C -1.48 3.01 -2.26
C -1.37 4.23 -2.89
C -1.38 4.36 -4.26
C -1.26 3.19 -5.08
C -1.21 1.98 -4.43
C -1.36 1.73 -3.00
O -1.46 0.56 -2.47
N -1.10 0.89 -5.43
O -1.76 -0.10 -5.27
O -0.40 1.12 -6.41
N -1.37 5.62 -4.90
O -1.25 6.68 -4.26
O -1.58 5.69 -6.12
H -1.38 5.09 -2.30
H -1.34 3.27 -6.14
C 5.63 2.66 0.06
C 4.17 2.63 -0.18
C 3.24 3.12 0.74
C 1.87 2.88 0.61
N 1.40 2.03 -0.41
C 2.26 1.72 -1.37
S 1.83 0.53 -2.60
N 3.62 2.20 -1.41
C 0.82 3.44 1.55
H 6.12 3.24 -0.72
H 6.00 1.62 -0.08
H 5.80 3.06 1.07
H 3.66 3.53 1.62
H 4.19 1.81 -2.17
H 0.27 4.22 1.04
H 1.36 3.85 2.40
H 0.04 2.73 1.84
*
```